# 1
Density functional theory data (the ωB97M-V functional and the def2-TZVPD basis) for the molecule C6H10O.

Element x y z (Å)
C -1.796 -0.539 -0.321
C -0.472 -0.085 0.285
O -0.591 0.027 1.703
C -0.023 1.315 -0.188
C 1.477 1.200 -0.269
C 1.882 -0.066 -0.202
C 0.716 -1.012 -0.073
H -2.053 -1.552 0.010
H -1.745 -0.544 -1.416
H -2.602 0.135 -0.013
H -0.417 -0.841 2.089
H -0.454 1.571 -1.166
H -0.366 2.068 0.531
H 2.130 2.060 -0.392
H 2.913 -0.403 -0.259
H 0.862 -1.785 0.696
H 0.537 -1.548 -1.016

Force components x, y, z for each atom (eV/Å):
-0.039 -0.014 -0.012
0.023 0.012 -0.333
0.044 -0.211 0.179
-0.034 0.016 -0.007
0.078 -0.132 -0.005
-0.012 0.162 -0.020
-0.015 -0.048 0.001
0.051 0.143 -0.010
0.013 0.000 0.172
0.119 -0.082 -0.028
-0.111 0.138 -0.012
0.063 -0.053 0.134
0.054 -0.087 -0.104
-0.079 -0.137 0.022
-0.144 0.081 0.001
-0.018 0.119 -0.097
0.008 0.091 0.118

Properties
- Structure (SMILES): CC1(O)CC=CC1
- ΔE to the lowest compared entry with this formula, charge and spin: 0.058 eV
- Spin multiplicity: 1

# 2
Density functional theory data (the ωB97M-V functional and the def2-TZVPD basis) for a structure of composition C6H10O.

Element x y z (Å)
C 0.506 -0.882 1.069
C 1.298 -1.036 -0.221
O 0.700 -0.656 -1.351
C 0.180 0.670 -1.502
C -1.007 1.098 -0.697
C -1.519 0.506 0.372
C -1.019 -0.752 1.004
H 0.941 -0.097 1.684
H 0.745 -1.788 1.630
H 2.474 0.554 -0.232
H 2.435 -0.284 -0.207
H 1.040 1.314 -1.242
H -0.047 0.789 -2.568
H -1.461 2.028 -1.031
H -2.407 0.940 0.817
H -1.446 -1.598 0.448
H -1.412 -0.806 2.027

Force components x, y, z for each atom (eV/Å):
0.104 0.034 0.107
-0.798 -0.584 -0.146
-0.013 0.094 0.000
-0.131 0.298 0.024
-0.116 -0.013 0.257
-0.077 0.108 -0.149
0.030 -0.046 -0.056
-0.053 0.277 -0.017
-0.024 -0.157 -0.033
-0.040 -0.040 0.260
0.907 0.205 -0.014
-0.173 0.043 -0.275
0.125 -0.095 0.177
0.049 -0.099 -0.128
0.005 0.107 0.010
0.128 -0.017 0.198
0.080 -0.113 -0.214

Properties
- ΔE to the lowest compared entry with this formula, charge and spin: 5.059 eV
- Spin multiplicity: 1

For reference, highest occupied orbital energy by record: -9.26, -7.83 eV.